ORCA calculation (wB97M-V/def2-TZVPD) on a structure of composition C25H42CrF5N5S in a non-equilibrium geometry.

Computed properties:
* electronic energy: -3193.3968 a.u.
* M: 591.699 g/mol
* ⟨S²⟩: 3.87
* energy above the lowest of the compared OMol25 structures with the same formula, charge and spin: 0.3608 eV
* orbital gap (alpha / beta): 7.8977 / 9.1164 eV
* HOMO level (alpha / beta): -11.262 / -11.436 eV

ORCA input file:
```
! wB97M-V def2-TZVPD RIJCOSX def2/J DEFGRID3
* xyz 1 4
F 4.720 1.347 -0.990
C -2.181 3.431 -1.314
H -1.934 -1.428 4.599
H -0.108 -3.338 -2.869
H 1.172 1.591 -3.405
F 2.429 0.491 -1.903
N 1.943 3.913 3.391
S 0.626 2.652 1.535
H 2.913 -1.947 0.948
H 1.528 4.730 2.979
H 2.615 4.038 4.130
H -3.730 -0.106 1.729
C 2.254 -2.644 -1.739
H -3.031 -1.357 -3.403
H 0.368 -4.542 -1.374
C 0.854 -4.303 -0.435
H 1.531 3.292 -3.147
C 0.427 -1.852 -0.118
H 2.839 -3.530 -1.995
N -1.560 2.473 -0.604
C -1.752 0.911 3.211
C -1.180 -1.514 -2.309
C -1.460 -0.554 0.064
C -3.431 4.081 -0.837
C 3.789 1.007 -0.110
H 0.772 -1.878 2.057
H 0.119 -4.395 0.368
C -0.344 2.705 -2.353
C 1.499 -2.899 -0.429
F 2.321 2.493 -0.984
F 4.039 -0.263 0.277
H -0.724 -0.970 -4.351
H -0.271 -1.200 4.071
C -0.405 -0.687 -3.346
C 1.718 2.727 2.820
H -1.611 -3.623 -1.966
C -1.125 -2.993 -2.712
H 3.203 0.073 2.541
H -2.404 0.973 4.086
C -1.432 3.591 -2.455
H -2.418 -0.122 -0.165
C -2.658 -1.097 -2.412
H -3.231 4.713 0.031
H -3.316 -1.827 1.821
N 2.381 1.685 3.340
C -0.661 -1.281 -0.880
H 2.940 -1.806 -1.628
H 2.161 -3.420 1.597
C 2.550 -2.940 0.697
H 0.332 2.829 -4.353
H -1.658 -3.114 -3.655
N -0.423 2.027 -1.206
H 1.594 -2.426 -2.573
H -2.109 1.643 2.483
H -0.747 1.197 3.515
H 3.100 1.860 4.027
H -4.170 3.332 -0.550
H -0.613 0.371 -3.210
N 2.283 0.420 2.787
H -3.856 4.702 -1.620
H -1.796 2.169 0.326
H 3.400 -3.532 0.356
H -3.816 -0.949 3.272
Cr 0.521 0.543 0.040
F 3.945 1.794 0.978
C 2.371 1.148 -0.670
C 0.734 2.583 -3.372
C -3.251 -0.871 2.343
H 1.630 -5.051 -0.267
C -0.969 -0.710 1.372
H 1.857 -0.207 3.458
H -1.626 4.258 -3.278
C -1.275 -1.469 3.731
H -3.269 -1.625 -1.677
H 0.672 -0.841 -3.272
C -1.786 -0.511 2.649
C 0.231 -1.451 1.231
H -1.258 -2.498 3.367
H -2.791 -0.020 -2.290
*
```